[1]
Here is C30H68F2Li2N7O14S2 as an isolated structure from the Open Molecules 2025 dataset. Energies are from ωB97M-V/def2-TZVPD.

Structure (ORCA input):
```
! RIJCOSX wB97M-V def2-TZVPD def2/J DEFGRID3
* xyz -1 1
Li 0.315 -0.115 -2.860
Li 1.419 1.741 -1.141
C 3.458 0.874 -4.754
C 2.893 1.396 -3.580
C 3.901 2.006 -2.471
O 3.355 2.151 -1.362
C 5.302 2.010 -2.752
C 5.772 1.689 -4.009
C 4.819 1.077 -4.989
O 5.222 0.564 -6.074
O 6.959 1.980 -4.302
O 1.656 1.281 -3.290
H 2.816 0.451 -5.511
H 5.933 2.548 -2.059
N 0.739 -0.059 -0.932
S 1.599 -0.960 -0.085
O 1.419 -2.390 -0.100
O 2.108 -0.389 1.129
F 2.761 -0.716 -1.156
S -0.744 -0.563 -0.258
O -0.940 -0.615 1.172
O -1.485 -1.430 -1.149
F -1.430 0.838 -0.621
C -4.834 -0.006 -1.316
C -5.189 1.041 -2.367
C -4.721 2.394 -1.855
O -5.067 3.395 -2.811
C -4.676 4.683 -2.372
N -4.513 0.810 -3.652
H -4.589 -0.954 -1.799
H -5.746 -0.208 -0.748
H -4.053 0.262 -0.616
H -6.274 1.099 -2.506
H -3.627 2.410 -1.760
H -5.065 2.659 -0.848
H -3.598 4.730 -2.180
H -5.206 4.922 -1.447
H -4.910 5.371 -3.181
H -4.714 1.638 -4.205
H -4.983 -0.006 -4.032
C -1.626 -4.169 1.574
C -0.770 -5.307 2.118
C -1.451 -6.663 1.973
O -2.715 -6.865 2.585
C -3.208 -8.178 2.552
N 0.520 -5.379 1.449
H -1.889 -4.226 0.515
H -1.110 -3.225 1.752
H -2.602 -4.128 2.067
H -0.509 -5.116 3.162
H -0.816 -7.448 2.401
H -1.500 -6.875 0.895
H -4.095 -8.118 3.187
H -2.591 -8.881 3.122
H -3.474 -8.552 1.563
H 0.382 -5.675 0.481
H 0.912 -4.458 1.264
C -4.136 1.761 2.922
C -3.344 2.944 2.384
C -3.526 4.152 3.315
O -4.647 4.964 3.005
C -4.553 5.562 1.717
N -1.944 2.547 2.364
H -5.212 1.991 2.820
H -4.014 1.619 3.997
H -4.100 0.801 2.405
H -3.723 3.147 1.382
H -2.627 4.783 3.271
H -3.417 3.814 4.349
H -5.446 5.163 1.218
H -3.696 5.252 1.123
H -4.704 6.642 1.724
H -1.728 1.782 1.745
H -1.550 2.323 3.269
C 2.997 3.132 4.034
C 1.822 2.215 4.449
C 0.682 2.861 5.247
O -0.307 1.919 5.628
C 0.211 0.786 6.392
N 1.197 1.572 3.287
H 2.645 3.945 3.403
H 3.763 2.455 3.653
H 3.494 3.553 4.913
H 2.357 1.433 5.005
H 0.219 3.593 4.585
H 1.076 3.394 6.120
H 0.479 0.074 5.612
H -0.599 0.361 6.977
H 1.014 1.206 6.994
H 0.404 1.067 3.658
H 1.900 1.021 2.815
C -2.547 -1.354 -5.850
C -1.634 -1.277 -4.621
C -0.238 -1.675 -5.079
O 0.618 -1.758 -3.942
C 1.745 -2.637 -4.011
N -1.573 0.110 -4.117
H -3.492 -0.820 -5.788
H -2.713 -2.379 -6.198
H -2.014 -0.992 -6.738
H -1.906 -1.931 -3.792
H 0.116 -0.931 -5.796
H -0.303 -2.696 -5.466
H 2.186 -2.680 -3.018
H 2.485 -2.173 -4.666
H 1.420 -3.623 -4.343
H -2.509 0.331 -3.742
H -1.482 0.668 -4.963
C 7.367 0.909 0.076
C 6.031 0.219 0.184
C 6.232 -1.188 0.736
O 5.017 -1.964 0.664
C 4.978 -3.131 1.401
N 5.187 0.990 1.141
H 7.238 1.989 0.065
H 8.072 0.546 -0.675
H 7.974 0.705 0.971
H 5.593 0.236 -0.818
H 6.596 -1.201 1.769
H 6.914 -1.818 0.153
H 5.617 -3.894 0.924
H 3.973 -3.556 1.366
H 5.274 -3.139 2.459
H 4.664 1.705 0.650
H 4.587 0.237 1.466
*
```

Properties
- orbital gap (eV) = 5.823
- HOMO energy (eV) = -4.154

Löwdin atomic charge list, values in e, 6 entries: number 1, Li, carries 0.600; number 2, Li, carries 0.684; number 3, C, carries -0.018; number 4, C, carries -0.341; number 5, C, carries -0.344; number 6, O, carries -0.130



[2]
Here is an isolated molecule of CClNOS2 from the Open Molecules 2025 dataset. Energies are from ωB97M-V/def2-TZVPD.

Structure (ORCA input):
```
! RIJCOSX wB97M-V def2-TZVPD def2/J DEFGRID3
* xyz 0 1
C 0.433 1.366 -0.942
N 0.266 0.535 -0.075
O -0.188 -1.110 2.325
S 0.586 2.504 -2.100
S -0.708 -0.863 1.042
Cl -0.389 -2.433 -0.250
*
```

Properties
- orbital gap (eV) = 7.413
- HOMO energy (eV) = -9.181
- ΔE to the lowest compared entry with this formula, charge and spin (kcal per mole) = 16.1

Electronic structure analysis, natural (NBO) charges in units of e: number 1, C, carries 0.245; number 2, N, carries -0.726; number 3, O, carries -0.780; number 4, S, carries -0.085; number 5, S, carries 1.522; number 6, Cl, carries -0.175



[3]
Here is a 3-piece molecular cluster, C3H12NO4 overall from the Open Molecules 2025 dataset. Energies are from ωB97M-V/def2-TZVPD.

Structure (ORCA input):
```
! RIJCOSX wB97M-V def2-TZVPD def2/J DEFGRID3
* xyz -1 1
N 1.807 1.770 0.605
C 0.778 0.899 -0.027
C -0.475 1.667 -0.476
O -0.937 1.360 -1.763
C 0.453 -0.211 0.930
O -0.384 -1.168 0.338
H 2.086 2.470 -0.085
H 1.323 2.314 1.312
H 1.247 0.459 -0.924
H -1.264 1.465 0.257
H -0.281 2.734 -0.441
H -1.090 0.402 -1.823
H 1.377 -0.700 1.262
H -0.088 0.296 1.780
H -1.207 -1.900 -2.011
H -1.523 -0.991 -0.878
O -1.910 -1.303 -1.768
H 0.450 -3.737 0.884
H -0.347 -2.480 1.193
O -0.015 -3.345 1.636
*
```

Properties
- orbital gap (eV) = 8.256
- HOMO energy (eV) = -4.328
- ΔE to the lowest compared entry with this formula, charge and spin (kcal per mole) = 7.4

natural (NBO) atomic charge list, values in e, 6 entries: number 1, N, carries -0.829; number 2, C, carries -0.107; number 3, C, carries -0.071; number 4, O, carries -0.757; number 5, C, carries -0.039; number 6, O, carries -0.982



[4]
Here is a 2-piece molecular cluster, C5H9NO overall from the Open Molecules 2025 dataset. Energies are from ωB97M-V/def2-TZVPD.

Structure (ORCA input):
```
! RIJCOSX wB97M-V def2-TZVPD def2/J DEFGRID3
* xyz 1 2
C 0.211 0.810 -2.054
C -0.002 0.577 -0.594
C 1.023 0.699 0.405
N 0.470 0.570 1.613
C -0.860 0.488 1.470
C -1.184 0.537 0.097
H 1.227 1.142 -2.226
H 0.047 -0.111 -2.619
H -0.496 1.547 -2.438
H 2.102 0.833 0.382
H 1.004 0.623 2.468
H -1.505 0.395 2.333
H -2.125 0.546 -0.446
H -0.583 -3.159 -0.338
H 0.029 -1.760 -0.506
O 0.260 -2.693 -0.486
*
```

Properties
- orbital gap (spin up / spin down) (eV) = 11.196 / 7.207
- HOMO energy (spin up / spin down) (eV) = -14.908 / -14.906
- ΔE to the lowest compared entry with this formula, charge and spin (kcal per mole) = 5.2

natural (NBO) atomic charge list, values in e, 6 entries: number 1, C, carries -0.665; number 2, C, carries 0.023; number 3, C, carries 0.204; number 4, N, carries -0.513; number 5, C, carries 0.204; number 6, C, carries -0.282



[5]
Here is C17H14N3O3SZn as an isolated structure from the Open Molecules 2025 dataset. Energies are from ωB97M-V/def2-TZVPD.

Structure (ORCA input):
```
! RIJCOSX wB97M-V def2-TZVPD def2/J DEFGRID3
* xyz -1 1
Zn 0.122 0.735 0.073
S 3.978 -1.486 -1.132
C 4.193 0.194 -0.899
C 3.023 0.806 -0.572
C 1.877 -0.063 -0.515
C 2.267 -1.342 -0.799
C 1.463 -2.574 -0.818
C 1.975 -3.768 -0.291
C 1.206 -4.914 -0.317
C -0.070 -4.851 -0.861
C -0.498 -3.629 -1.353
N 0.234 -2.520 -1.347
H 5.169 0.640 -1.018
H 2.954 1.863 -0.356
H 2.963 -3.769 0.149
H 1.590 -5.841 0.091
H -0.716 -5.718 -0.903
H -1.491 -3.534 -1.783
C -3.360 -2.759 0.811
C -2.338 -2.578 1.729
C -1.417 -1.567 1.504
N -1.468 -0.780 0.433
C -2.445 -0.957 -0.452
C -3.420 -1.929 -0.297
H -4.102 -3.535 0.960
H -2.253 -3.201 2.608
H -0.612 -1.356 2.197
H -2.432 -0.287 -1.303
H -4.204 -2.031 -1.036
O -2.821 2.825 -2.304
C -1.917 2.323 -1.693
N -1.021 1.830 -1.103
C 1.012 2.491 3.700
C 0.785 2.003 2.281
O 1.392 2.530 1.339
O -0.019 1.021 2.139
H 1.485 3.470 3.695
H 1.667 1.783 4.211
H 0.068 2.525 4.243
*
```

Properties
- orbital gap (eV) = 7.859
- HOMO energy (eV) = -5.163
- ΔE to the lowest compared entry with this formula, charge and spin (kcal per mole) = 0.0

natural (NBO) atomic charge list, values in e, 6 entries: number 1, Zn, carries 1.628; number 2, S, carries 0.313; number 3, C, carries -0.446; number 4, C, carries -0.265; number 5, C, carries -0.568; number 6, C, carries -0.203



[6]
Here is H35O18 as an isolated structure from the Open Molecules 2025 dataset. Energies are from ωB97M-V/def2-TZVPD.

Structure (ORCA input):
```
! RIJCOSX wB97M-V def2-TZVPD def2/J DEFGRID3
* xyz -1 1
O 1.016 -0.082 -1.273
H 1.081 1.129 -1.291
H -0.296 3.283 -0.699
O 2.222 -4.134 0.387
H 2.051 -3.495 -0.321
O 4.534 -1.492 1.189
H 3.759 -1.415 0.582
H 4.432 -0.801 1.861
O -2.110 -4.378 -2.895
H 2.411 2.495 2.298
H -1.870 -3.485 -2.609
O -5.045 1.447 0.043
H -4.603 0.908 0.703
H -5.350 0.900 -0.659
O 1.555 4.564 0.295
H 0.651 4.512 0.670
H 2.228 4.402 0.998
O 1.176 2.310 -1.050
H -1.778 0.824 -3.752
H 1.432 2.660 -1.903
O 2.555 -1.114 -3.361
H -0.822 -1.643 3.203
H -0.842 -0.476 -3.564
O -1.380 -1.197 4.962
H -2.356 -1.182 4.888
H -1.186 -0.746 5.840
O -3.320 2.325 -2.673
H -2.838 2.397 -1.814
H -2.608 2.191 -3.302
O -1.553 -0.068 -4.056
H 2.788 2.137 0.469
H 2.025 -0.932 -2.605
O 2.439 1.502 1.098
H 1.506 1.495 0.669
H -1.912 -5.043 -2.192
O -0.997 -1.550 -0.865
H 3.114 -4.058 0.646
H -1.619 -1.344 -0.205
O -1.179 3.573 -0.327
H 3.326 -0.575 -3.409
H -1.834 2.920 -0.593
O 2.757 3.335 2.826
H 1.854 -0.230 -0.834
H 2.042 3.881 3.173
O -0.318 -1.505 2.421
H -0.403 -0.784 -1.203
H 0.587 -1.811 2.508
O -0.876 -4.959 -0.422
H -0.590 -4.005 -0.271
H -0.055 -5.392 -0.199
O -2.288 0.859 2.099
H -1.798 1.684 1.968
H -1.716 0.163 2.551
*
```

Properties
- orbital gap (eV) = 8.541
- HOMO energy (eV) = -6.736
- ΔE to the lowest compared entry with this formula, charge and spin (kcal per mole) = 27.1

natural (NBO) atomic charge list, values in e, 6 entries: number 1, O, carries -1.126; number 2, H, carries 0.489; number 3, H, carries 0.522; number 4, O, carries -0.960; number 5, H, carries 0.484; number 6, O, carries -0.959



Largest force on an atom for the records above, in order: 9.51; 3.49; 1.73; 1.62; 0.18; 2.78 eV Å⁻¹